C5H8OS2 | the ωB97M-V functional and the def2-TZVPD basis

Output
Strongest force on any atom: 1.15 eV/Å
E_LUMO: 0.6331 eV
SMILES string: O[C@@]12CSC[C@@]1(S)C2
HOMO energy: -8.53 eV
Frontier orbital gap: 9.1672 eV

Structure (ORCA input):
```
! RIJCOSX wB97M-V def2-TZVPD def2/J DEFGRID3
* xyz 0 1
H 0.76456 0.75446 -1.75560
O -1.71830 -1.13559 -0.56145
C 0.42948 -1.93446 -0.05343
C -0.33280 -0.83850 -0.74020
H -1.92290 -1.86578 -1.18958
C -0.24724 0.47228 -1.47049
H -0.94346 0.54097 -2.33312
H 1.45698 -2.24159 -0.34502
C -0.67570 0.34308 1.25763
C 0.32807 -0.57936 0.61343
S -0.88611 1.61783 -0.11234
S 2.00288 0.11509 0.62256
H -0.28968 0.85066 2.16389
H 1.64955 1.41924 0.46051
H -0.19711 -2.76056 0.23354
H -1.65066 -0.11776 1.45177
*
```